ORCA calculation (ωB97M-V/def2-TZVPD) on a molecular structure, C14H10F5NSTi.

Last column: Löwdin charge in e.
Positions of all 32 atoms, in Å:
1 C 0.94 -1.08 -1.57  -0.204
2 C -0.42 -1.24 -1.93  -0.212
3 C -1.10 -2.04 -0.96  -0.233
4 C -0.09 -2.37 0.05  -0.293
5 C 1.18 -1.78 -0.33  -0.227
6 Ti -0.38 -0.17 0.29  0.397
7 C -1.29 1.89 -0.50  -0.195
8 C 0.16 2.02 -0.64  -0.619
9 C 0.85 2.27 -1.84  -0.107
10 N 0.88 1.16 0.23  -0.180
11 H -2.11 -2.42 -1.03  0.073
12 H -0.87 -0.87 -2.87  0.097
13 H -0.24 -3.12 0.88  0.089
14 H 2.18 -1.90 0.15  0.086
15 H 1.72 -0.56 -2.18  0.097
16 H -1.78 1.48 -1.42  0.001
17 H 1.66 1.72 0.53  0.034
18 H -1.86 2.30 0.36  -0.005
19 H 0.25 2.85 -2.56  -0.013
20 H 1.93 2.11 -1.98  0.002
21 F 0.98 0.17 7.27  0.005
22 C 0.45 0.10 5.97  -0.116
23 C 0.08 1.29 5.35  -0.138
24 F 0.29 2.52 5.94  0.057
25 C -0.52 1.17 4.12  -0.253
26 F -0.69 2.27 3.37  0.085
27 C -0.80 -0.13 3.63  -0.513
28 S -1.87 -0.33 2.22  0.576
29 C -0.30 -1.32 4.19  -0.269
30 F -0.26 -2.48 3.52  0.070
31 C 0.29 -1.19 5.43  -0.133
32 F 0.72 -2.30 6.13  0.043

Computed properties:
energy	-2341.063550	hartree
charge	-2
spin multiplicity	3
HOMO energy (alpha / beta)	1.77 / 0.70	eV
<S²>	2.012

---

ORCA calculation (ωB97M-V/def2-TZVPD) on a molecular structure, C14H11AsBF4N5S4W.

Last column: Löwdin charge in e.
Positions of all 41 atoms, in Å:
1 W 0.59 0.11 -1.34  1.094
2 N 1.95 -2.42 2.07  0.171
3 C 1.66 -2.03 0.85  -0.189
4 N 0.80 -1.06 0.59  -0.100
5 C 0.13 -0.44 1.65  -0.288
6 N -0.84 0.36 1.39  0.122
7 N -1.06 0.40 0.03  -0.146
8 C -2.23 0.70 -0.39  0.028
9 C -2.45 0.55 -1.82  -0.247
10 C -3.64 0.82 -2.45  0.051
11 C -3.73 0.61 -3.82  0.026
12 C -2.62 0.14 -4.49  0.022
13 C -1.44 -0.10 -3.79  -0.078
14 N -1.36 0.09 -2.48  -0.050
15 C 0.52 -0.75 3.01  -0.082
16 C -0.02 -0.09 4.12  0.019
17 C 0.37 -0.46 5.39  -0.021
18 C 1.30 -1.49 5.57  -0.013
19 C 1.84 -2.16 4.49  0.019
20 C 1.44 -1.78 3.21  -0.151
21 H 2.61 -3.18 2.19  0.184
22 H 2.14 -2.54 0.04  0.078
23 H -3.00 1.00 0.31  0.167
24 H -4.48 1.20 -1.88  0.142
25 H -4.65 0.81 -4.35  0.139
26 H -2.64 -0.05 -5.56  0.136
27 H -0.55 -0.44 -4.30  0.117
28 H -0.74 0.70 3.96  0.126
29 H -0.04 0.05 6.25  0.126
30 H 1.59 -1.78 6.57  0.129
31 H 2.55 -2.96 4.63  0.131
32 S 4.71 1.41 -2.90  0.236
33 As 4.14 0.45 -1.26  -0.136
34 S 1.39 -1.56 -2.30  0.401
35 S 2.24 1.40 -0.40  0.229
36 S 4.79 -1.08 -0.11  0.156
37 F -1.38 3.19 -3.39  0.279
38 B -0.48 3.56 -2.50  -0.895
39 F -0.65 3.13 -1.24  0.212
40 F 0.52 4.34 -2.79  0.318
41 F 0.71 1.37 -2.75  -0.462

Computed properties:
energy	-5133.552002	hartree
charge	+2
HOMO energy	-14.83	eV

---

ORCA calculation (ωB97M-V/def2-TZVPD) on a molecular structure, C14H11BrNO7Ru.

Last column: Löwdin charge in e.
Positions of all 35 atoms, in Å:
1 Ru -0.08 -0.02 -0.21  1.493
2 O -3.37 1.77 0.39  0.110
3 C -2.27 1.43 0.74  -0.582
4 O -1.20 1.61 -0.05  -0.212
5 C -2.00 0.80 2.10  -0.087
6 C -0.57 1.09 2.55  -0.232
7 C -0.35 0.77 4.02  -0.082
8 C -0.35 -0.77 4.03  -0.083
9 C -0.57 -1.09 2.56  -0.233
10 O 0.15 0.00 1.89  -0.183
11 C -2.00 -0.80 2.11  -0.088
12 C -2.29 -1.45 0.76  -0.580
13 O -3.39 -1.78 0.41  0.111
14 O -1.22 -1.64 -0.04  -0.211
15 H -2.74 1.20 2.79  0.161
16 H -0.18 2.04 2.20  0.164
17 H -1.13 1.21 4.64  0.123
18 H 0.61 1.16 4.35  0.120
19 H -1.14 -1.20 4.65  0.123
20 H 0.61 -1.16 4.36  0.120
21 H -0.18 -2.04 2.21  0.164
22 H -2.74 -1.19 2.81  0.160
23 Br -2.47 0.03 -2.68  0.935
24 C -0.70 0.02 -3.21  -0.701
25 C -0.32 0.01 -4.55  -0.078
26 C 1.02 0.00 -4.86  -0.027
27 C 1.97 0.00 -3.84  0.021
28 C 1.52 0.01 -2.54  -0.159
29 N 0.21 0.02 -2.23  -0.060
30 C 2.46 0.00 -1.35  -0.536
31 O 3.65 0.04 -1.49  0.121
32 O 1.84 -0.04 -0.19  -0.149
33 H -1.08 0.01 -5.31  0.109
34 H 1.34 -0.01 -5.89  0.119
35 H 3.03 0.00 -4.03  0.130

Computed properties:
energy above the lowest of the compared OMol25 structures with the same formula, charge and spin	28.1	kcal/mol
energy	-3790.442626	hartree
charge	0
spin multiplicity	2
HOMO energy (alpha / beta)	-8.19 / -9.22	eV
<S²>	0.759

---

ORCA calculation (ωB97M-V/def2-TZVPD) on a molecular structure, C14H11ClF6GaNO8S2Si.

Last column: Löwdin charge in e.
Positions of all 45 atoms, in Å:
1 Ga -1.29 -0.59 0.32  0.441
2 O -4.65 -1.81 -0.42  -0.229
3 Cl -3.92 -0.62 -0.29  0.765
4 O -4.71 0.55 -0.34  -0.228
5 O -2.81 -0.56 -1.27  -0.334
6 O -3.15 -0.64 1.02  -0.309
7 F 1.92 -1.14 3.72  0.171
8 C 1.56 -2.10 2.88  -0.677
9 F 1.90 -1.75 1.64  0.141
10 F 2.16 -3.23 3.21  0.171
11 S -0.27 -2.32 2.95  0.662
12 O -0.80 -1.11 2.33  -0.318
13 O -0.61 -2.57 4.30  -0.204
14 N -0.54 -3.59 2.05  -0.259
15 S -0.45 -3.64 0.50  0.692
16 O 0.77 -4.09 -0.07  -0.210
17 O -1.01 -2.43 -0.16  -0.286
18 C -1.76 -4.89 0.12  -0.687
19 F -1.40 -6.06 0.60  0.171
20 F -2.90 -4.51 0.66  0.173
21 F -1.88 -4.96 -1.20  0.170
22 C 4.48 1.13 0.63  -0.078
23 C 3.77 2.01 1.43  -0.080
24 C 2.39 2.10 1.30  -0.103
25 C 1.70 1.31 0.38  -0.334
26 C 2.44 0.43 -0.41  -0.117
27 C 3.82 0.34 -0.29  -0.080
28 Si -0.14 1.49 0.18  0.717
29 C -0.66 2.39 -1.37  -0.329
30 C -1.00 3.74 -1.31  -0.102
31 C -1.36 4.43 -2.46  -0.081
32 C -1.37 3.78 -3.69  -0.080
33 C -1.04 2.43 -3.76  -0.077
34 C -0.69 1.74 -2.61  -0.110
35 H 5.56 1.06 0.74  0.105
36 H 4.28 2.63 2.16  0.105
37 H 1.84 2.79 1.94  0.098
38 H 1.94 -0.21 -1.14  0.105
39 H 4.37 -0.36 -0.91  0.107
40 H -0.70 2.17 1.37  0.008
41 H -1.00 4.26 -0.36  0.098
42 H -1.62 5.48 -2.40  0.104
43 H -1.65 4.32 -4.58  0.104
44 H -1.06 1.92 -4.71  0.106
45 H -0.45 0.69 -2.68  0.100

Computed properties:
energy above the lowest of the compared OMol25 structures with the same formula, charge and spin	0.0	kcal/mol
energy	-5266.584655	hartree
charge	0
HOMO energy	-9.74	eV

---

Copy entry 3 word for word.
ORCA calculation (ωB97M-V/def2-TZVPD) on a molecular structure, C14H11BrNO7Ru.

Last column: Löwdin charge in e.
Positions of all 35 atoms, in Å:
1 Ru -0.08 -0.02 -0.21  1.493
2 O -3.37 1.77 0.39  0.110
3 C -2.27 1.43 0.74  -0.582
4 O -1.20 1.61 -0.05  -0.212
5 C -2.00 0.80 2.10  -0.087
6 C -0.57 1.09 2.55  -0.232
7 C -0.35 0.77 4.02  -0.082
8 C -0.35 -0.77 4.03  -0.083
9 C -0.57 -1.09 2.56  -0.233
10 O 0.15 0.00 1.89  -0.183
11 C -2.00 -0.80 2.11  -0.088
12 C -2.29 -1.45 0.76  -0.580
13 O -3.39 -1.78 0.41  0.111
14 O -1.22 -1.64 -0.04  -0.211
15 H -2.74 1.20 2.79  0.161
16 H -0.18 2.04 2.20  0.164
17 H -1.13 1.21 4.64  0.123
18 H 0.61 1.16 4.35  0.120
19 H -1.14 -1.20 4.65  0.123
20 H 0.61 -1.16 4.36  0.120
21 H -0.18 -2.04 2.21  0.164
22 H -2.74 -1.19 2.81  0.160
23 Br -2.47 0.03 -2.68  0.935
24 C -0.70 0.02 -3.21  -0.701
25 C -0.32 0.01 -4.55  -0.078
26 C 1.02 0.00 -4.86  -0.027
27 C 1.97 0.00 -3.84  0.021
28 C 1.52 0.01 -2.54  -0.159
29 N 0.21 0.02 -2.23  -0.060
30 C 2.46 0.00 -1.35  -0.536
31 O 3.65 0.04 -1.49  0.121
32 O 1.84 -0.04 -0.19  -0.149
33 H -1.08 0.01 -5.31  0.109
34 H 1.34 -0.01 -5.89  0.119
35 H 3.03 0.00 -4.03  0.130

Computed properties:
energy above the lowest of the compared OMol25 structures with the same formula, charge and spin	28.1	kcal/mol
energy	-3790.442626	hartree
charge	0
spin multiplicity	2
HOMO energy (alpha / beta)	-8.19 / -9.22	eV
<S²>	0.759

---

energy of number 3 (C14H11BrNO7Ru)?
-3790.442626 hartree

---

Which of these has the highest charge?
C14H11AsBF4N5S4W